Entry from the Open Molecules 2025 dataset: a molecular structure, C20H17FeN2O11S2 (wB97M-V/def2-TZVPD).

The calculation puts the gap between HOMO and LUMO (alpha / beta) at 8.23 / 7.18 eV. Its spin multiplicity is 5. The relative energy (zero: lowest compared OMol25 entry of this formula, charge and spin) is 0.0 kcal per mole. The calculation puts the LUMO energy (alpha / beta) at 2.17 / 2.13 eV. The calculation puts the total energy at -102582.3745 eV. As for the HOMO energy (alpha / beta): -6.05 / -5.05 eV. The total charge is -1. The value obtained for the molecular weight is 581.34 g/mol.

Each line ends with the Mulliken charge.
CARTESIAN COORDINATES (ANGSTROEM)
Fe (0.367586, -0.290930, 0.864963)  2.182
O (2.284834, -3.506051, -2.774626)  -0.492
C (2.478292, -2.720790, -1.696593)  0.565
O (3.327796, -1.867687, -1.668866)  -0.616
C (1.520040, -3.079400, -0.587046)  -0.629
O (1.584209, -2.186081, 0.487690)  -0.033
C (2.618129, -2.410279, 1.433909)  -0.359
C (2.410508, -1.495412, 2.642073)  0.227
O (3.213127, -1.600026, 3.560924)  -0.769
O (1.405419, -0.711749, 2.575428)  -0.822
H (2.903962, -3.195993, -3.450635)  0.366
H (0.499986, -3.061377, -0.966368)  0.172
H (1.741958, -4.103162, -0.263880)  0.605
H (2.596538, -3.451714, 1.769485)  0.379
H (3.596371, -2.199198, 0.993267)  0.315
C (-1.627030, 2.513794, 3.647737)  -0.859
C (-0.898363, 3.681220, 3.505023)  -0.367
C (0.142051, 3.726869, 2.590702)  -0.977
C (0.423198, 2.591545, 1.842224)  0.792
N (-0.279494, 1.470909, 1.997042)  0.583
C (-1.278367, 1.422401, 2.866888)  -0.463
C (1.511577, 2.539559, 0.819835)  0.557
C (2.243264, 3.657486, 0.443864)  -1.030
C (3.218188, 3.524292, -0.530850)  -0.487
C (3.436060, 2.286187, -1.106347)  -0.963
C (2.662013, 1.217696, -0.679972)  -0.192
N (1.733101, 1.346479, 0.260797)  0.628
H (-2.448185, 2.440008, 4.346669)  0.406
H (-1.135007, 4.554349, 4.099858)  0.407
H (0.720413, 4.631321, 2.473723)  0.367
H (-1.805422, 0.477626, 2.916090)  0.518
H (2.050980, 4.622394, 0.889042)  0.345
H (3.795182, 4.386741, -0.839930)  0.407
H (4.179835, 2.137500, -1.876150)  0.468
H (2.780363, 0.226509, -1.097300)  0.274
O (-3.438819, -2.565016, 1.184538)  -0.805
S (-2.312229, -2.126087, 0.396202)  1.330
O (-1.443373, -3.178427, -0.090420)  -0.811
O (-1.579544, -1.033221, 1.067772)  -0.825
C (-3.050452, -1.412521, -1.097004)  0.073
C (-4.315311, -1.913335, -1.389306)  -0.718
C (-4.993693, -1.544598, -2.538948)  -0.562
C (-4.407509, -0.656584, -3.424774)  -0.566
C (-3.151399, -0.145498, -3.144907)  -0.677
C (-2.462944, -0.509048, -1.992396)  -0.034
S (-0.891840, 0.343930, -1.773176)  1.386
O (0.062660, -0.660336, -1.245327)  -0.547
O (-0.524384, 0.816478, -3.087694)  -0.785
O (-1.134687, 1.377064, -0.778636)  -0.684
H (-4.759813, -2.601955, -0.684777)  0.501
H (-5.976223, -1.954778, -2.737473)  0.369
H (-4.921628, -0.357876, -4.329969)  0.371
H (-2.671923, 0.546771, -3.822378)  0.482

Cartesian forces (eV/Å) of the 3 atoms listed first:
Fe 0.048 -0.154 0.236
O -0.017 -0.037 -0.003
C -0.035 0.073 0.072